{
  "formula": "C33H47I2N2P2V",
  "method": "ωB97M-V/def2-TZVPD",
  "species": ["V", "C", "C", "C", "P", "C", "C", "C", "C", "C", "C", "C", "C", "C", "C", "N", "C", "C", "C", "C", "C", "C", "C", "P", "C", "C", "C", "C", "C", "C", "H", "H", "H", "H", "H", "H", "H", "H", "H", "H", "H", "H", "H", "H", "H", "H", "H", "H", "H", "H", "H", "H", "H", "H", "H", "H", "H", "H", "H", "H", "H", "H", "H", "H", "H", "H", "H", "H", "H", "H", "I", "C", "I", "H", "H", "N", "C", "C", "C", "C", "C", "C", "H", "H", "H", "H", "H"],
  "coordinates": [[0.333, -0.480, -0.613], [1.890, 2.883, -0.993], [1.356, 2.604, -2.397], [0.917, 3.891, -3.092], [0.021, 1.343, -2.313], [-0.655, 1.130, -4.009], [0.406, 0.628, -4.986], [-1.904, 0.248, -4.022], [-1.358, 2.066, -1.375], [-2.274, 2.966, -1.918], [-3.347, 3.448, -1.181], [-4.305, 4.451, -1.756], [-3.506, 2.975, 0.125], [-2.622, 2.072, 0.683], [-1.533, 1.621, -0.061], [-0.583, 0.697, 0.466], [-0.454, 0.554, 1.875], [-0.355, 1.633, 2.743], [-0.146, 1.396, 4.090], [-0.028, 0.100, 4.596], [0.232, -0.138, 6.057], [-0.139, -0.969, 3.710], [-0.374, -0.756, 2.357], [-0.477, -2.035, 1.061], [0.531, -3.440, 1.703], [-0.265, -4.340, 2.657], [1.222, -4.285, 0.635], [-2.223, -2.577, 0.911], [-2.377, -3.571, -0.242], [-3.167, -1.392, 0.739], [2.687, 3.625, -1.049], [2.295, 1.987, -0.522], [1.105, 3.291, -0.350], [2.145, 2.124, -2.983], [0.128, 4.391, -2.528], [0.570, 3.728, -4.113], [1.765, 4.574, -3.144], [-0.944, 2.140, -4.311], [0.646, -0.418, -4.785], [1.328, 1.208, -4.952], [0.017, 0.681, -6.003], [-1.666, -0.782, -3.750], [-2.319, 0.228, -5.030], [-2.680, 0.616, -3.351], [-2.150, 3.317, -2.935], [-4.145, 4.589, -2.824], [-4.184, 5.421, -1.270], [-5.337, 4.137, -1.602], [-4.348, 3.319, 0.714], [-2.782, 1.718, 1.692], [-0.418, 2.646, 2.365], [-0.062, 2.237, 4.768], [-0.097, 0.706, 6.661], [1.300, -0.279, 6.237], [-0.282, -1.032, 6.410], [-0.046, -1.974, 4.101], [1.311, -2.920, 2.269], [-0.973, -4.961, 2.107], [-0.821, -3.794, 3.417], [0.425, -5.011, 3.169], [0.511, -4.849, 0.032], [1.873, -5.007, 1.130], [1.833, -3.683, -0.032], [-2.457, -3.078, 1.855], [-2.265, -3.064, -1.206], [-3.381, -3.995, -0.228], [-1.671, -4.399, -0.199], [-2.970, -0.850, -0.191], [-3.099, -0.688, 1.568], [-4.195, -1.755, 0.691], [3.516, -0.844, -3.116], [2.204, -2.339, -3.786], [0.437, -2.623, -2.598], [2.706, -3.298, -3.747], [1.865, -2.111, -4.789], [1.757, -0.575, 0.131], [2.889, -0.523, 0.941], [3.024, 0.520, 1.857], [4.145, 0.559, 2.670], [5.118, -0.426, 2.564], [4.984, -1.454, 1.639], [3.869, -1.509, 0.819], [2.260, 1.281, 1.924], [4.263, 1.363, 3.383], [5.994, -0.386, 3.197], [5.753, -2.210, 1.552], [3.758, -2.290, 0.081]],
  "atomic_forces_ev_per_a": [[0.27, -0.31, 0.01], [0.01, 0.01, 0.02], [0.01, 0.03, 0.01], [-0.01, 0.00, -0.01], [-0.01, 0.00, 0.06], [-0.01, 0.06, -0.02], [0.00, -0.03, -0.01], [-0.01, -0.02, -0.02], [-0.04, 0.06, -0.06], [0.01, -0.01, 0.01], [-0.02, 0.01, 0.02], [0.01, -0.02, -0.01], [0.00, -0.01, 0.00], [-0.04, 0.05, -0.01], [0.10, -0.09, 0.07], [-0.16, 0.15, -0.06], [0.00, 0.04, -0.14], [0.02, 0.00, 0.06], [0.00, 0.04, 0.00], [0.01, 0.00, 0.01], [-0.01, 0.00, -0.02], [-0.03, 0.02, 0.00], [0.03, -0.01, 0.04], [-0.02, -0.08, 0.14], [0.01, -0.04, 0.07], [0.01, -0.01, -0.03], [-0.01, -0.02, 0.03], [-0.04, -0.03, 0.02], [-0.04, 0.03, 0.00], [-0.03, 0.02, -0.03], [-0.01, 0.00, 0.00], [0.01, -0.01, -0.01], [0.00, 0.00, 0.00], [0.01, -0.02, -0.01], [-0.01, 0.00, 0.00], [0.01, -0.01, 0.00], [0.00, 0.00, 0.01], [-0.01, 0.01, -0.02], [-0.02, 0.09, 0.00], [-0.02, -0.01, -0.01], [-0.01, 0.00, 0.00], [-0.01, 0.04, 0.00], [0.00, 0.00, 0.01], [0.00, 0.00, 0.00], [0.01, -0.02, -0.01], [0.00, 0.00, 0.01], [0.00, -0.01, 0.00], [0.01, 0.00, 0.00], [0.01, 0.00, -0.01], [0.00, 0.00, -0.02], [0.01, -0.01, 0.00], [0.00, -0.01, 0.00], [0.00, -0.01, -0.01], [0.00, 0.00, -0.01], [0.01, 0.00, 0.00], [0.00, -0.01, 0.00], [0.00, 0.02, 0.00], [0.00, 0.00, -0.01], [-0.01, 0.02, 0.01], [0.00, 0.00, -0.01], [-0.02, 0.00, 0.00], [-0.01, 0.01, -0.01], [0.06, 0.07, -0.04], [0.01, -0.01, -0.01], [0.02, 0.01, 0.00], [0.00, 0.01, 0.00], [0.03, -0.02, 0.02], [-0.01, -0.02, 0.02], [0.00, -0.01, 0.01], [0.00, 0.01, 0.00], [0.05, 0.04, 0.05], [-0.02, -0.07, -0.02], [-0.01, 0.08, 0.07], [0.02, 0.00, -0.01], [0.01, -0.02, 0.01], [-0.01, 0.09, -0.11], [-0.13, -0.06, -0.13], [0.05, -0.03, 0.06], [-0.04, 0.02, -0.01], [0.05, 0.00, 0.01], [-0.02, -0.02, -0.03], [0.03, 0.06, 0.06], [-0.03, 0.01, 0.01], [0.00, 0.00, -0.01], [-0.01, 0.00, 0.00], [-0.01, 0.01, 0.00], [-0.02, -0.05, -0.02]],
  "lowdin_charge": [0.365, -0.098, -0.530, -0.082, 1.048, -0.534, -0.100, -0.099, -0.282, -0.033, -0.236, -0.025, 0.008, -0.009, -0.279, -0.089, -0.320, -0.013, 0.002, -0.236, -0.025, -0.007, -0.264, 1.071, -0.506, -0.090, -0.127, -0.515, -0.106, -0.089, 0.096, 0.045, 0.084, 0.070, 0.082, 0.077, 0.095, 0.099, 0.020, 0.068, 0.100, 0.019, 0.098, 0.073, 0.117, 0.084, 0.097, 0.093, 0.133, 0.120, 0.132, 0.129, 0.088, 0.096, 0.089, 0.109, 0.108, 0.086, 0.068, 0.098, 0.064, 0.097, 0.016, 0.115, 0.042, 0.099, 0.062, 0.075, 0.074, 0.100, 0.901, -1.065, 1.049, -0.024, -0.032, -0.075, -0.330, -0.016, -0.046, -0.046, -0.048, -0.040, 0.105, 0.118, 0.119, 0.119, 0.094],
  "lumo_energy_ev": [-6.95, -6.94],
  "orbital_gap_ev": [6.52, 6.52],
  "total_charge": 2,
  "homo_ev": [-13.463, -13.461]
}

{
  "formula": "C5H11N4O2",
  "method": "ωB97M-V/def2-TZVPD",
  "species": ["C", "C", "C", "C", "C", "N", "N", "N", "N", "O", "O", "H", "H", "H", "H", "H", "H", "H", "H", "H", "H", "H"],
  "coordinates": [[-0.940, 0.831, 0.515], [0.516, 1.847, -0.742], [-0.842, -0.507, 0.814], [-0.257, -2.719, 0.370], [1.163, -0.981, -0.616], [-0.009, -1.387, 0.113], [1.543, 2.335, -0.169], [-1.235, -3.163, 1.021], [0.032, 2.346, -1.863], [-1.648, -0.953, 1.794], [-1.349, 1.884, 1.238], [0.379, -3.398, -0.277], [1.637, -0.197, -0.027], [1.940, -1.745, -0.670], [0.908, -0.659, -1.502], [1.937, 1.881, 0.671], [2.168, 3.038, -0.492], [-1.325, -4.110, 1.211], [-1.761, -2.000, 1.653], [0.362, 3.295, -2.136], [-1.000, 2.342, -2.023], [-2.220, 2.020, 1.116]],
  "atomic_forces_ev_per_a": [[2.16, 1.09, -1.39], [-4.48, -1.64, 1.47], [-0.31, 1.66, 0.60], [1.37, -1.42, -2.87], [1.82, -1.08, 4.76], [-1.44, -1.41, 1.65], [2.45, -0.81, 2.42], [-0.49, 1.81, 0.80], [-1.29, 1.95, -0.69], [0.81, 0.98, -1.11], [4.85, -1.71, 0.63], [-0.26, 0.72, 1.12], [0.05, 0.05, -0.22], [-0.51, -0.41, -0.05], [-1.05, 1.75, -4.85], [-0.73, 0.31, -0.68], [0.16, 0.82, -0.85], [0.07, -2.06, -0.14], [0.26, 0.27, -0.05], [0.16, -1.02, 0.00], [1.34, -0.82, 0.26], [-4.92, 0.97, -0.82]],
  "nbo_charge": [0.250, 0.465, 0.415, 0.349, -0.375, -0.426, -0.750, -0.714, -0.781, -0.659, -0.642, 0.187, 0.195, 0.234, 0.199, 0.428, 0.409, 0.401, 0.492, 0.393, 0.434, 0.495],
  "lumo_energy_ev": -3.53,
  "orbital_gap_ev": 8.42,
  "total_charge": 1,
  "homo_ev": -11.947,
  "e_above_lowest_kcal_mol": 89.9
}

{
  "formula": "CH4N2O3",
  "method": "ωB97M-V/def2-TZVPD",
  "species": ["O", "C", "N", "O", "N", "O", "H", "H", "H", "H"],
  "coordinates": [[2.188, -0.040, 0.006], [0.975, -0.020, 0.010], [0.220, -1.143, -0.294], [-1.029, -1.285, 0.310], [0.259, 1.134, 0.296], [-0.981, 1.285, -0.305], [0.771, -1.992, -0.181], [-1.640, -1.108, -0.417], [0.819, 1.954, 0.127], [-1.582, 1.216, 0.447]],
  "atomic_forces_ev_per_a": [[-0.36, 0.00, 0.02], [0.02, 0.00, -0.06], [0.66, -0.27, -0.04], [-0.22, -0.06, 0.00], [0.72, -0.15, 0.16], [-0.56, 0.12, -0.08], [-0.21, 0.23, -0.04], [-0.03, -0.07, 0.13], [0.15, 0.15, 0.05], [-0.18, 0.05, -0.13]],
  "nbo_charge": [-0.612, 0.728, -0.362, -0.552, -0.361, -0.554, 0.382, 0.476, 0.379, 0.475],
  "lumo_energy_ev": 0.58,
  "orbital_gap_ev": 10.63,
  "total_charge": 0,
  "homo_ev": -10.048,
  "e_above_lowest_kcal_mol": 14.7
}

{
  "formula": "C22H29NO2",
  "method": "ωB97M-V/def2-TZVPD",
  "species": ["C", "C", "C", "C", "C", "C", "C", "C", "C", "C", "C", "C", "C", "O", "N", "C", "C", "O", "C", "C", "C", "C", "C", "C", "C", "H", "H", "H", "H", "H", "H", "H", "H", "H", "H", "H", "H", "H", "H", "H", "H", "H", "H", "H", "H", "H", "H", "H", "H", "H", "H", "H", "H", "H"],
  "coordinates": [[-2.617, 3.502, -4.453], [-1.682, 2.799, -3.517], [-0.985, 3.485, -2.536], [-0.130, 2.825, -1.668], [0.059, 1.451, -1.748], [0.986, 0.682, -0.820], [1.668, 1.583, 0.217], [2.591, 0.766, 1.123], [3.662, 0.079, 0.282], [2.973, -0.839, -0.723], [2.132, -1.872, 0.020], [1.055, -1.188, 0.881], [0.287, -2.313, 1.595], [0.641, -3.471, 1.452], [-0.762, -2.045, 2.419], [-1.451, -3.190, 3.005], [-2.965, -2.925, 3.054], [-3.359, -2.089, 1.993], [-2.830, -0.789, 2.124], [-1.421, -0.808, 2.752], [1.779, -0.281, 1.885], [0.162, -0.376, -0.064], [2.079, -0.012, -1.644], [-0.646, 0.767, -2.737], [-1.497, 1.424, -3.601], [-2.417, 3.212, -5.483], [-2.517, 4.581, -4.366], [-3.649, 3.233, -4.226], [-1.105, 4.555, -2.444], [0.388, 3.411, -0.926], [2.259, 2.347, -0.291], [0.914, 2.083, 0.830], [3.068, 1.440, 1.845], [4.328, -0.500, 0.925], [4.264, 0.826, -0.241], [3.728, -1.357, -1.324], [1.650, -2.545, -0.691], [2.769, -2.484, 0.660], [-1.063, -3.384, 4.012], [-1.226, -4.053, 2.375], [-3.517, -3.857, 2.926], [-3.254, -2.476, 4.016], [-2.807, -0.380, 1.110], [-3.497, -0.167, 2.742], [-1.503, -0.760, 3.846], [-0.861, 0.061, 2.423], [1.084, 0.224, 2.556], [2.443, -0.891, 2.502], [-0.637, 0.143, 0.464], [-0.308, -1.063, -0.770], [1.629, -0.663, -2.394], [2.671, 0.741, -2.169], [-0.532, -0.302, -2.842], [-2.028, 0.862, -4.357]],
  "atomic_forces_ev_per_a": [[-0.03, -0.04, 0.02], [0.05, 0.07, 0.04], [-0.10, 0.01, -0.12], [0.08, -0.08, 0.09], [0.04, 0.05, 0.08], [-0.13, 0.14, -0.13], [0.04, -0.15, 0.02], [0.13, 0.15, 0.18], [-0.06, 0.00, -0.03], [0.15, -0.06, -0.12], [0.06, 0.02, -0.02], [-0.01, -0.33, 0.03], [0.19, 0.17, -0.06], [0.19, -0.25, -0.12], [-0.31, -0.13, 0.19], [-0.05, -0.27, -0.15], [0.04, 0.00, 0.21], [-0.04, -0.11, -0.20], [0.06, 0.25, 0.05], [-0.20, 0.20, -0.10], [0.01, 0.13, -0.03], [0.11, 0.04, 0.07], [0.11, -0.08, 0.15], [-0.03, -0.01, -0.03], [0.02, 0.01, 0.02], [-0.03, 0.04, -0.09], [-0.03, 0.07, -0.04], [-0.08, 0.04, -0.05], [-0.02, 0.10, -0.01], [0.09, 0.02, 0.11], [-0.03, 0.10, -0.02], [-0.05, 0.10, -0.01], [-0.05, -0.05, -0.05], [0.06, -0.01, 0.03], [0.06, 0.03, -0.01], [-0.06, 0.01, 0.04], [0.01, -0.05, 0.02], [-0.03, -0.04, -0.02], [-0.04, -0.07, -0.04], [-0.07, 0.12, 0.18], [0.07, 0.05, 0.13], [-0.03, -0.06, -0.06], [0.04, 0.04, 0.10], [0.09, -0.03, -0.08], [0.06, 0.08, -0.11], [-0.03, -0.03, 0.07], [-0.02, -0.01, 0.05], [-0.01, -0.03, 0.06], [-0.08, 0.01, 0.00], [-0.08, -0.01, -0.04], [-0.04, -0.01, -0.07], [-0.02, 0.04, -0.07], [0.03, -0.13, 0.01], [-0.05, -0.07, -0.09]],
  "nbo_charge": [-0.628, -0.011, -0.215, -0.226, 0.071, -0.086, -0.403, -0.205, -0.405, -0.213, -0.384, -0.136, 0.708, -0.635, -0.440, -0.247, -0.082, -0.518, -0.072, -0.249, -0.392, -0.398, -0.403, -0.216, -0.213, 0.218, 0.214, 0.219, 0.206, 0.210, 0.212, 0.204, 0.210, 0.207, 0.204, 0.212, 0.219, 0.224, 0.189, 0.245, 0.204, 0.155, 0.192, 0.165, 0.194, 0.222, 0.199, 0.216, 0.206, 0.220, 0.208, 0.210, 0.207, 0.207],
  "lumo_energy_ev": 0.65,
  "orbital_gap_ev": 9.40,
  "total_charge": 0,
  "homo_ev": -8.746,
  "e_above_lowest_kcal_mol": 3.8
}